(1)
# C22H28N2P2STl

A structure of composition C22H28N2P2STl (ωB97M-V with the def2-TZVPD basis set, OMol25).

Computed properties:
LUMO level   -3.41 eV
Total charge   +1
Frontier orbital gap   6.463 eV
HOMO   -9.872 eV

XYZ file:
```
56
Properties=species:S:1:pos:R:3:forces:R:3
C -0.245 -3.888 -2.006 0.0 1.3 -0.3
C -0.415 -2.536 -1.744 0.3 -0.3 -0.3
C -1.183 -2.136 -0.602 -0.6 0.6 1.1
C -1.805 -3.149 0.217 0.0 0.6 0.0
C -1.641 -4.513 -0.143 0.2 -0.5 -0.3
C -0.855 -4.873 -1.216 -0.6 -0.4 1.0
C -2.579 -2.722 1.313 -0.6 0.4 -0.8
C -2.896 -1.357 1.477 0.3 0.0 -0.4
C -2.257 -0.397 0.607 0.6 -1.4 -0.3
C -2.620 0.988 0.692 0.1 0.5 0.3
C -3.501 1.393 1.684 0.6 0.0 -1.1
C -4.118 0.470 2.548 0.1 -1.2 0.3
C -3.848 -0.882 2.422 -0.4 0.6 0.4
H 0.323 -4.187 -2.886 -0.1 0.1 0.2
H -2.196 -5.259 0.428 0.3 0.1 -0.1
H -0.702 -5.925 -1.451 -0.2 0.3 0.0
H -3.099 -3.464 1.924 0.3 0.2 0.0
H -3.773 2.448 1.739 0.1 -0.2 0.0
H -4.803 0.831 3.315 0.1 -0.2 -0.3
H -4.402 -1.617 3.010 0.3 0.3 0.0
N -1.335 -0.815 -0.306 -0.8 -0.1 -0.6
Tl 1.165 0.080 0.691 -0.2 -0.9 1.9
C 0.219 -1.471 -2.619 0.0 0.0 0.0
H -0.474 -0.638 -2.808 0.1 -0.2 0.2
H 0.529 -1.871 -3.594 -0.1 -0.1 0.2
C -2.017 1.978 -0.299 -0.2 0.0 0.0
H -2.058 1.585 -1.326 0.1 0.0 0.3
H -2.574 2.924 -0.296 0.0 -0.2 0.1
P 1.712 -0.788 -1.779 -0.3 -0.1 -0.5
P -0.259 2.337 0.133 -0.4 -0.4 0.0
C -0.460 3.345 1.631 0.1 0.3 0.1
H 0.530 3.604 2.020 -0.2 0.0 0.0
H -1.003 4.269 1.404 0.1 -0.1 0.0
H -1.010 2.796 2.406 0.2 0.0 -0.3
C 0.357 3.468 -1.136 -0.2 0.5 -0.2
H -0.248 4.380 -1.152 0.1 0.0 -0.1
H 1.397 3.729 -0.907 -0.4 0.0 -0.1
H 0.316 2.994 -2.126 0.0 0.1 0.3
C 2.783 -2.254 -1.681 0.4 0.0 -0.1
H 2.954 -2.696 -2.672 0.0 0.1 0.2
H 3.747 -1.957 -1.245 -0.2 -0.2 -0.1
H 2.327 -3.015 -1.030 0.1 0.3 -0.2
C 2.461 0.333 -2.988 0.2 0.0 -0.5
H 3.422 0.688 -2.594 -0.2 -0.1 -0.2
H 2.624 -0.179 -3.946 0.1 0.2 0.1
H 1.806 1.202 -3.153 0.2 -0.3 0.1
H 0.054 -3.589 3.100 0.3 0.7 0.0
H 0.339 -2.879 3.081 -0.3 -0.7 0.0
S 4.464 3.934 0.553 -0.4 -0.6 0.8
C 4.238 3.549 2.238 -0.6 -0.5 -0.5
C 3.365 2.495 2.374 0.6 0.7 -1.3
N 2.900 1.990 1.166 0.7 1.1 -1.1
C 3.382 2.658 0.116 0.3 -0.2 1.7
H 4.724 4.086 3.041 0.0 0.1 -0.2
H 3.053 2.069 3.317 -0.1 -0.1 -0.1
H 3.186 2.434 -0.941 0.0 0.0 0.7
```
Forces are in eV/Å.

---

(2)
# C22H28N2S3V

A structure of composition C22H28N2S3V (ωB97M-V with the def2-TZVPD basis set, OMol25).

Computed properties:
LUMO level (alpha / beta)   -5.98 / -6.11 eV
Relative energy (zero: lowest compared OMol25 entry of this formula, charge and spin)   0.1642 eV
Total charge   +2
Expectation value of S²   3.76
Frontier orbital gap (alpha / beta)   8.386 / 8.691 eV
HOMO (alpha / beta)   -14.363 / -14.798 eV
Multiplicity   4

XYZ file:
```
56
Properties=species:S:1:pos:R:3:forces:R:3
V -0.455 -0.083 0.090 0.4 -0.1 -0.5
C -2.996 0.031 -2.107 -0.1 -0.1 0.0
C -3.775 -0.158 -0.810 0.0 0.1 -0.2
S -2.741 -0.810 0.536 -0.4 -0.1 0.0
C -3.192 0.263 1.922 0.1 0.1 0.1
C -2.845 1.737 1.732 -0.2 -0.1 0.0
S -1.127 2.036 1.194 0.0 0.1 0.2
C -1.373 3.173 -0.194 -0.1 0.0 -0.2
C -2.075 2.593 -1.420 0.0 0.1 0.1
S -1.452 0.966 -1.960 0.1 0.1 -0.1
H -3.623 0.523 -2.851 0.0 0.0 0.0
H -2.713 -0.927 -2.546 0.1 0.0 0.1
H -4.600 -0.850 -0.978 0.0 0.0 0.0
H -4.211 0.784 -0.479 0.0 0.0 0.0
H -2.671 -0.165 2.780 0.1 0.0 0.0
H -4.258 0.154 2.123 0.0 0.0 0.0
H -3.000 2.266 2.671 0.0 0.0 0.0
H -3.503 2.199 0.997 0.0 0.0 0.0
H -0.378 3.535 -0.439 0.1 -0.1 0.0
H -1.935 4.029 0.181 0.0 0.0 0.0
H -1.956 3.277 -2.259 0.0 0.0 0.0
H -3.145 2.500 -1.238 0.0 -0.1 0.0
C 2.560 2.162 2.165 0.0 0.0 0.0
C 2.390 1.617 0.772 0.0 0.1 0.0
C 2.614 0.270 0.490 0.0 0.0 0.0
C 2.554 -0.209 -0.818 -0.1 0.0 0.0
C 2.232 0.647 -1.865 0.0 0.0 0.0
C 2.008 1.995 -1.596 0.0 0.0 0.0
C 2.097 2.470 -0.296 0.0 0.0 0.0
H 3.475 2.751 2.235 0.0 0.0 0.0
H 2.635 1.364 2.904 0.0 0.0 0.0
H 1.736 2.819 2.449 0.0 0.0 0.0
H 2.911 -0.393 1.294 0.0 0.0 0.0
H 2.833 -1.238 -1.018 0.0 0.0 0.0
H 2.209 0.283 -2.884 0.0 0.0 0.0
H 1.807 2.682 -2.409 0.0 0.0 0.0
H 1.986 3.531 -0.102 0.0 0.0 0.0
N -0.095 -2.047 -0.855 0.2 -0.2 0.3
C 0.038 -3.044 0.215 -0.1 0.4 -0.1
C 0.043 -4.381 -0.031 0.0 -0.3 0.1
C 0.194 -5.307 1.031 0.0 0.0 -0.2
C 0.354 -4.865 2.307 0.0 0.1 0.1
C 0.350 -3.474 2.588 0.1 -0.2 0.2
C 0.531 -2.958 3.891 0.0 -0.1 0.1
C 0.520 -1.610 4.096 0.0 0.1 0.0
C 0.298 -0.766 2.999 0.0 0.1 -0.1
N 0.116 -1.199 1.764 0.2 -0.6 0.4
C 0.173 -2.561 1.539 -0.1 0.4 -0.2
H 0.790 -1.983 -1.354 0.0 0.0 0.0
H -0.764 -2.383 -1.543 -0.1 0.0 0.1
H -0.059 -4.742 -1.048 0.0 0.0 0.0
H 0.194 -6.366 0.814 0.0 0.0 0.0
H 0.488 -5.564 3.123 0.0 0.0 0.0
H 0.681 -3.640 4.719 0.0 0.0 0.0
H 0.667 -1.178 5.076 0.0 0.0 0.0
H 0.265 0.310 3.135 0.0 0.0 0.0
```
Forces are in eV/Å.